(1)
A single C19H21BFI2NO5 molecule in a non-equilibrium geometry. Source: the Open Molecules 2025 dataset; level of theory: ωB97M-V/def2-TZVPD.

The geometry in XYZ format:
```
50
Properties=species:S:1:pos:R:3:lowdin_charge:R:1
I 0.66 -2.71 -3.43 0.877
I 4.01 -2.48 -2.98 0.841
H -3.12 -2.60 1.84 0.067
H -1.48 3.69 -3.51 0.124
C 1.31 -1.26 -1.99 -0.704
O -2.01 3.21 -2.86 0.207
C 0.51 -1.41 -0.71 -0.162
C -1.29 -0.62 0.73 -0.023
O -0.69 4.20 -1.13 0.054
C -0.98 -1.58 1.71 -0.085
C -0.90 6.45 -0.29 -0.053
C 0.39 -3.52 2.49 -0.019
C -1.74 -1.69 3.00 -0.220
H 4.00 0.31 -3.00 0.028
O -0.94 0.38 -2.64 0.111
H -3.73 -2.11 3.22 0.066
C -2.22 1.67 0.30 0.078
C 1.90 -3.41 -0.01 -0.071
C -2.39 0.37 0.95 -0.314
H -1.46 4.63 0.73 0.113
H 0.04 6.42 -0.83 0.078
O -3.38 0.15 1.61 0.118
C 0.09 -2.47 1.45 -0.121
H 1.48 -4.39 0.22 0.136
H 2.19 -3.46 -1.05 0.021
F 3.12 -2.42 1.80 0.134
H 2.47 0.98 -2.35 0.072
C 2.86 -1.10 -1.77 -0.727
H -2.65 2.56 0.74 0.124
O 4.13 -3.90 0.60 0.174
H 1.10 -3.13 3.22 0.097
H 1.02 -0.32 -2.44 0.025
B -1.39 3.13 -1.65 -0.588
C 3.15 -3.29 0.81 -0.512
N -2.92 -2.57 2.83 0.031
H 3.12 -1.25 -0.74 0.059
C -1.55 1.76 -0.86 0.032
C 0.82 -2.39 0.25 -0.102
H -0.74 6.81 0.72 0.073
C 3.31 0.32 -2.17 -0.149
C -1.00 0.51 -1.44 -0.284
C -1.49 5.04 -0.27 -0.219
H 3.86 0.75 -1.34 0.078
C -0.57 -0.54 -0.47 -0.021
H -0.50 -3.83 3.02 0.077
H 0.84 -4.40 2.07 0.078
H -1.11 -2.06 3.80 0.098
H -1.54 7.15 -0.82 0.073
H -2.51 5.09 -0.65 0.124
H -2.05 -0.69 3.29 0.106
```

Properties
Total energy (Eh): -1887.73819
HOMO (eV): -8.6
LUMO level (eV): -1.15
Orbital gap (eV): 7.4

(2)
A molecular structure, C32H44BrCuN3P2 in a non-equilibrium geometry. Source: the Open Molecules 2025 dataset; level of theory: ωB97M-V/def2-TZVPD.

The geometry in XYZ format:
```
83
Properties=species:S:1:pos:R:3:mulliken_spin:R:1
H -1.92 0.27 -2.26 -0.007
C -0.71 -3.48 -4.05 0.062
H -3.48 -0.78 -6.72 0.001
H -0.44 -5.55 -3.39 -0.002
H 0.77 -0.80 -2.99 -0.001
H 1.61 2.35 -0.89 0.000
H 0.78 -4.98 -4.54 0.001
C -3.08 -3.14 -2.37 0.052
C 1.23 1.40 2.99 0.000
H 3.34 1.02 -1.33 0.000
H 1.96 0.89 2.36 0.000
C -0.29 -4.93 -4.28 0.020
H 5.53 0.27 -0.49 0.000
H 1.77 -2.24 -2.91 -0.003
C 3.39 0.18 -0.62 0.000
H -1.59 3.20 5.07 0.000
H 0.71 2.77 6.08 0.000
H 2.53 -0.68 -4.69 0.000
C 1.48 1.84 4.29 0.000
H 3.82 -0.85 -3.49 0.000
H -0.85 -5.39 -5.11 -0.004
C 3.23 -3.45 -1.04 0.000
P -2.54 -3.30 -4.11 0.667
C -1.01 2.30 3.21 0.000
C -0.52 3.15 -3.43 0.001
H -5.25 -2.98 -2.49 -0.002
P 1.93 -0.88 -0.93 -0.003
C -1.22 6.49 -8.70 0.000
C -0.73 4.90 -5.34 0.000
N -1.03 7.77 -8.43 0.000
C -0.04 1.62 2.45 0.000
H -0.42 7.62 -5.13 0.000
H -3.04 2.75 2.68 0.000
C 4.76 -0.49 -0.69 0.000
H 2.47 1.68 4.74 0.000
H -3.71 -1.23 -4.34 -0.010
C -2.82 -1.64 -4.85 0.060
H -4.65 -3.81 -1.05 0.001
H -0.31 -2.83 -4.84 -0.005
C -4.49 -3.67 -2.13 0.019
H -4.64 -4.64 -2.61 -0.003
H 2.75 -3.77 -1.97 0.000
C 2.80 -0.47 -3.65 0.001
H 1.36 -2.98 -0.02 0.000
H -1.95 -1.01 -4.61 0.034
H 4.98 -0.92 -1.67 0.000
H 3.43 -4.36 -0.45 0.000
N -2.16 2.32 2.42 0.000
H -0.61 9.22 -7.01 0.000
H 1.26 4.15 -2.66 0.000
H 4.88 -1.28 0.07 0.000
H 4.20 -3.00 -1.28 0.000
C -1.24 1.10 -2.42 0.007
C -1.14 5.49 -7.71 0.000
N -0.64 1.24 1.25 -0.001
C -0.65 4.08 -4.45 0.000
C 0.48 2.47 5.06 0.000
H -3.00 -2.08 -2.09 0.051
C -0.76 8.16 -7.19 0.000
Cu 0.02 0.02 -0.31 0.006
C -0.65 7.25 -6.13 0.000
H -2.14 -1.91 -6.91 -0.001
C -1.46 2.10 -3.36 0.000
C 0.58 3.29 -2.56 0.000
C -1.90 1.68 1.25 0.000
C -0.09 1.23 -1.67 0.007
H -1.30 4.45 -7.99 0.000
H 2.80 -2.32 0.77 0.000
H -3.77 -2.52 -6.61 -0.004
C 0.80 2.29 -1.62 -0.001
C 2.34 -2.52 -0.21 0.001
H -1.45 6.22 -9.73 0.000
C -3.07 -1.72 -6.36 0.016
H -2.64 1.56 0.48 0.000
C -0.84 5.88 -6.39 0.000
Br -1.17 -1.98 -0.07 0.007
C 1.78 -1.16 -2.74 0.007
H -2.35 -3.70 -1.77 -0.002
H 2.79 0.62 -3.52 0.000
H 3.23 0.60 0.38 0.000
H -2.30 2.07 -4.06 -0.002
C -0.79 2.72 4.52 0.000
H -0.38 -3.11 -3.06 0.030
```

Properties
Total energy (Eh): -6306.59433
Energy above the lowest of the compared OMol25 structures with the same formula, charge and spin (kcal/mol): 0.0
Multiplicity: 2
HOMO (alpha / beta) (eV): -12.9 / -12.9
Total charge: +2
LUMO level (alpha / beta) (eV): -7.51 / -8.81
Orbital gap (alpha / beta) (eV): 5.4 / 4.1

(3)
A molecular structure, C42H46As2I2N11O13RbS in a non-equilibrium geometry. Source: the Open Molecules 2025 dataset; level of theory: ωB97M-V/def2-TZVPD.

The geometry in XYZ format:
```
118
Properties=species:S:1:pos:R:3:lowdin_charge:R:1
C 1.69 -6.80 0.58 0.002
H -3.57 0.44 -8.38 0.092
N 0.09 0.16 3.45 -0.020
H 1.77 -0.05 1.21 0.081
H 0.86 5.22 5.30 0.097
N 3.34 1.49 1.12 -0.045
H 0.54 4.54 -5.07 0.093
O -2.08 3.47 2.05 -0.029
H 1.64 0.19 7.45 0.095
H -6.53 0.96 -4.91 0.011
H 3.30 -0.46 1.96 0.115
H 0.86 4.93 -0.58 0.074
C -3.71 1.89 -5.84 -0.500
S -0.81 0.43 5.84 1.025
C 2.87 0.08 1.12 -0.141
O -3.44 -0.28 1.39 -0.359
C -1.87 -2.86 -2.90 -0.057
C 3.25 -4.98 0.81 0.010
H -5.58 1.72 1.36 0.094
H 0.43 0.91 -1.71 0.021
C 3.37 -0.56 -0.16 -0.143
O -2.78 -1.78 2.77 -0.158
H 2.58 2.08 0.81 0.092
H -0.69 4.90 -6.29 0.092
H 0.79 2.63 -1.91 0.006
C -3.41 1.59 -4.42 -0.256
C 0.77 -3.44 1.53 -0.150
H -6.95 0.45 -3.25 0.013
C 0.84 -0.12 5.52 -0.648
C -1.07 -3.58 0.47 -0.160
I 7.15 -0.36 -2.35 0.704
C -4.85 1.28 -1.02 -0.531
H 4.93 -2.35 -3.25 0.068
C 0.14 1.82 -2.24 -0.240
O -2.37 -1.73 -2.18 -0.098
H 0.55 -2.07 7.45 0.067
C 1.52 4.58 4.72 -0.067
H 1.73 -2.63 6.26 0.075
I 2.13 -3.68 -2.91 0.890
O -4.22 0.78 -6.46 -0.124
O -0.85 3.04 -5.39 -0.042
H 5.31 -5.54 0.98 0.122
C 3.44 3.18 4.51 -0.039
H 4.46 1.32 2.86 0.116
C 4.04 -7.26 0.82 -0.245
N -0.39 -2.87 1.42 -0.019
H 4.72 2.79 1.93 0.117
H 2.53 -8.77 0.59 0.115
C -4.43 0.86 -7.86 -0.058
H 0.59 3.69 -6.64 0.088
H -5.32 0.26 -8.09 0.086
C -1.92 -0.54 -2.60 -0.639
H 1.35 4.08 0.75 0.030
H -0.49 -5.36 -0.74 0.111
C 1.57 -1.94 7.09 -0.109
C 2.72 -7.71 0.65 -0.030
H -2.07 -3.29 0.18 0.094
O -3.56 2.93 -6.43 0.104
H -4.40 3.04 1.60 0.075
N 0.89 -4.52 0.70 -0.019
As -4.47 0.03 -3.72 1.343
C -2.43 2.24 -3.81 -0.173
O 1.33 -1.72 -0.61 -0.185
H 3.45 -3.92 0.83 0.123
C 5.10 -8.20 0.95 -0.204
C 3.21 -2.13 -1.97 -0.602
H 2.93 4.24 6.31 0.099
N 0.65 4.15 0.02 0.017
C 5.19 -0.88 -1.71 -0.741
C -2.58 0.55 -1.83 -0.386
N 1.99 3.49 2.65 0.116
C 1.78 -0.49 6.61 -0.267
C -0.32 -4.62 0.03 -0.075
H -2.91 1.14 4.12 0.102
H -2.40 -3.73 -2.52 0.092
N 5.94 -8.98 1.07 0.132
N -3.42 -1.49 1.75 -0.319
C 1.21 4.27 3.41 -0.109
H 0.67 -7.14 0.47 0.114
H -2.35 0.76 2.56 0.023
C 2.53 -1.48 -0.89 -0.508
C -3.93 0.56 -1.94 -0.306
C 3.94 2.10 2.29 -0.170
C 4.65 -0.26 -0.59 -0.138
C -1.00 0.52 4.07 -0.689
O -4.26 2.11 -0.17 -0.069
H 5.22 0.47 -0.03 0.088
O -1.78 4.51 -3.97 0.075
Rb -1.08 -0.35 0.59 1.001
H -6.12 1.98 -3.52 0.033
O -1.15 2.10 0.51 -0.384
C 4.49 -1.84 -2.40 -0.272
H -5.84 3.27 0.53 0.091
C 4.29 -5.89 0.88 -0.012
H 0.31 4.64 2.94 0.091
C -0.06 4.12 -5.88 -0.056
H 2.25 -2.19 7.90 0.062
C -1.33 3.22 1.09 -0.767
H -0.71 5.12 1.22 0.097
C -5.08 2.57 0.90 -0.031
N -2.12 0.98 3.53 0.119
H -0.79 -2.96 -2.73 0.022
O -1.13 -0.42 -3.50 0.098
H 0.25 1.65 -3.31 0.027
C 3.07 2.93 3.19 -0.254
C -1.71 3.38 -4.40 -0.583
H -2.05 -2.73 -3.97 0.094
C 1.94 -5.43 0.68 -0.196
As -1.71 2.30 -1.78 1.410
H -4.57 1.89 -8.16 0.082
O -6.04 1.06 -1.01 0.069
N -0.63 4.34 0.58 -0.046
H 2.79 -0.38 6.23 0.104
C -6.21 0.96 -3.87 -0.299
C 2.66 4.03 5.28 -0.084
H 1.56 -3.13 2.21 0.140
N 1.10 -0.19 4.27 0.008
H 4.32 2.71 4.93 0.107
```

Properties
Total energy (Eh): -8697.68392
Energy above the lowest of the compared OMol25 structures with the same formula, charge and spin (kcal/mol): 37.4
HOMO (eV): -2.5
Total charge: -2
LUMO level (eV): 3.42
Orbital gap (eV): 6.0